[1]
# C2H7NS2

A 2-piece molecular cluster, C2H7NS2 overall (ωB97M-V/def2-TZVPD, the OMol25 dataset).

LUMO energy (spin up / spin down), eV: -6.2 / -9.5
Spin multiplicity: 2
Energy above the lowest of the compared OMol25 structures with the same formula, charge and spin, eV: 2.964
Net charge: +1
HOMO energy (spin up / spin down), eV: -12.26 / -12.24
Strongest force on any atom, eV Å⁻¹: 3.75

CARTESIAN COORDINATES (ANGSTROEM)
S 0.459638 2.765804 -0.151959
S -0.702519 1.039123 0.345151
H 1.190397 2.678930 0.996631
H -1.768111 1.828369 0.397518
C 0.900503 -2.706395 0.650133
C -0.281266 -2.933952 -1.226020
N -0.320718 -2.435222 -0.014440
H 1.535857 -1.764126 0.879647
H 0.592161 -3.175445 1.646425
H 1.463592 -3.552964 0.095719
H -1.202395 -3.337467 -1.798469
H 0.604196 -2.667488 -1.752139

Cartesian forces (eV/Å) of the 6 atoms listed first:
S -1.2 -1.5 1.1
S 1.8 1.5 0.0
H 0.3 -0.3 -0.6
H -0.9 0.0 -0.5
C 2.3 -0.2 1.6
C -2.7 1.7 1.1


[2]
# C3H8N2OS

An isolated molecule of C3H8N2OS (ωB97M-V/def2-TZVPD, the OMol25 dataset).

LUMO energy, eV: 0.6
Energy above the lowest of the compared OMol25 structures with the same formula, charge and spin, eV: 6.036
Net charge: 0
HOMO energy, eV: -8.74
Strongest force on any atom, eV Å⁻¹: 5.30

CARTESIAN COORDINATES (ANGSTROEM)
H 2.629128 -1.114343 1.872194
N 1.870398 -1.448583 1.250831
C 1.002861 -0.480031 0.948807
N 0.142870 -0.914112 -0.124947
O 0.294596 -0.145160 -1.372452
C -0.941608 -0.309472 -2.266093
S 1.105503 1.099967 1.552229
C -0.593643 1.483267 1.350719
H 0.662263 -1.888205 -0.269185
H -1.789862 -0.437976 -1.530910
H -0.850559 -1.247859 -2.923714
H -0.851269 0.921495 -2.602793
H -1.218522 0.574051 2.056498
H -0.796686 1.501266 0.122100
H -0.665469 2.405696 1.936716

Cartesian forces (eV/Å) of the 6 atoms listed first:
H -1.0 -0.3 0.2
N -1.0 2.7 -0.4
C 3.5 -3.7 -1.4
N 0.8 -2.2 -0.5
O -1.0 -1.1 0.6
C 1.6 2.7 2.2


[3]
# C3H4N3O3

A 2-piece molecular cluster, C3H4N3O3 overall (ωB97M-V/def2-TZVPD, the OMol25 dataset).

LUMO energy, eV: 3.7
Energy above the lowest of the compared OMol25 structures with the same formula, charge and spin, eV: 1.614
Net charge: -1
HOMO energy, eV: -3.57
Strongest force on any atom, eV Å⁻¹: 3.00

CARTESIAN COORDINATES (ANGSTROEM)
C 1.700804 -1.867725 -0.506557
C 1.288211 -2.239682 -2.903709
C 1.188040 0.552694 0.500950
N 1.191291 -2.588225 -1.764635
N 0.847375 -1.802471 0.435396
N 0.274203 0.590648 -0.348545
O 2.807402 -1.318490 -0.548641
O 1.326923 -1.982763 -4.049055
O -0.373329 -2.583236 0.269302
H -0.203852 -3.060856 -0.612978
H 2.190339 0.754407 0.181051
H 0.962466 0.280475 1.513850
H 0.402776 0.963516 -1.286173

Cartesian forces (eV/Å) of the 6 atoms listed first:
C 0.4 -0.1 -0.6
C -0.1 -0.1 -0.1
C 0.3 1.3 -1.0
N 0.3 -0.1 0.3
N -1.3 -2.4 1.2
N -2.7 1.2 0.0